1.
The following is a quantum chemistry calculation of a molecular structure, C26H38N6PRe, from OMol25.

Atoms and positions in Å:
H (0.10719, -2.07650, 0.35404)
C (-0.12567, -2.25439, 1.40762)
H (2.25744, -3.76011, -3.59756)
H (-1.42494, -1.59622, 3.79239)
C (1.54356, -0.62352, 2.27403)
H (-2.31397, -1.98957, -0.05849)
H (-4.41339, 0.85265, 0.13389)
C (-1.19982, 3.19929, 1.95836)
H (4.17169, -5.32780, -3.63899)
H (0.21971, -2.14803, 4.06364)
C (0.05217, -0.99796, 2.27402)
H (-0.19210, -0.47382, 4.39581)
H (-2.94136, 1.74428, -0.23869)
N (2.39291, -0.16174, -1.59616)
H (0.54162, 2.94427, 3.87526)
C (-2.68397, -0.06835, 0.97213)
H (-1.75803, 0.81111, 4.45001)
H (-0.68823, 3.77510, -1.58658)
H (-4.48450, -0.96282, 1.68630)
H (-3.57357, -0.20480, 2.98321)
C (4.25498, -4.38437, -3.11757)
H (6.52006, -2.59406, -1.31434)
C (-3.47728, -0.79189, 2.07027)
H (-0.43747, 3.38258, 1.20043)
C (-0.91789, 1.89759, 2.72942)
H (-0.78142, -0.73558, -4.61373)
H (1.88093, -0.26545, 1.30047)
N (4.59065, -0.74997, -1.11597)
Re (0.63073, 0.94087, -1.32486)
H (-2.39348, 4.80815, -3.06338)
H (-2.18362, 3.25126, 1.50549)
H (3.71241, 0.98694, -0.46580)
C (-1.11640, 3.22309, -2.41196)
H (6.28438, -4.74328, -2.50672)
C (2.23316, -1.32493, -2.38138)
C (-2.60006, 3.04317, -4.27949)
C (-1.19966, 1.22813, -3.61525)
N (1.14693, -1.45992, -3.07079)
H (-1.94220, -0.56432, -1.04021)
C (0.50072, 2.01375, 3.30845)
P (-0.97200, 0.41186, 1.60048)
C (3.18351, -3.51497, -3.09694)
C (-0.56473, -0.07256, -3.78259)
C (3.30021, -2.29547, -2.42072)
C (-3.46030, 1.18701, 0.54448)
C (4.50965, -1.98401, -1.78532)
H (1.26170, 2.07398, 2.52831)
H (-2.95172, 1.77616, 3.56406)
H (-3.34436, 3.46530, -4.94206)
C (-0.37912, -1.30489, 3.71522)
H (0.74837, 1.20804, 3.99965)
H (-2.51933, 1.13454, -5.29654)
C (3.58015, 0.07390, -1.03220)
H (-1.13656, 4.01171, 2.68327)
H (2.10526, -1.52891, 2.50469)
N (-0.68778, 1.96788, -2.57856)
C (-2.60649, -0.96826, -0.27328)
C (5.45203, -4.05310, -2.47843)
H (-3.68918, 1.85412, 1.36995)
H (5.46412, -0.49924, -0.66890)
N (-0.12244, 0.94121, 0.22514)
C (-2.07608, 3.79011, -3.24123)
C (-1.91370, 1.73158, 3.88582)
C (5.59096, -2.85030, -1.80814)
H (-3.05974, -1.76616, 2.31758)
H (1.80020, 0.11882, 3.02761)
H (-1.11914, -2.68630, 1.48782)
H (-1.75548, 2.56216, 4.57523)
N (0.34951, -0.35376, -2.91432)
H (0.57444, -3.00487, 1.77544)
C (-2.14674, 1.73635, -4.47842)
H (-3.60742, -1.00481, -0.70441)

Cartesian forces (eV/Å) of the 2 atoms listed first:
0.0 0.0 0.0
0.0 0.1 0.0

The gap between HOMO and LUMO (spin up / spin down) comes out at 6.54 / 6.43 eV. Its calculated total energy is -1760.79770 Ha. Its total charge is +3. The calculation puts the HOMO energy (spin up / spin down) at -17.110 / -17.143 eV. As for the LUMO energy (spin up / spin down): -10.6 / -10.7 eV. Its expectation value of S² is 0.76. Its multiplicity is 2.

Here are the Löwdin charges for atoms 1 to 6, given in e: 0.073, -0.065, 0.129, 0.085, -0.080, 0.074

***

2.
The following is a quantum chemistry calculation of a molecular structure, C40H61GeHfN5P3S4Sb at a distorted geometry, from OMol25.

Atoms and positions in Å:
H (3.65851, -3.66425, -1.52766)
H (-0.68955, 1.88747, -2.07503)
H (-6.94780, -0.50194, -0.61497)
H (-4.47414, 1.35550, 2.38612)
C (0.81390, 3.31318, -3.98569)
H (5.45769, -2.74784, 2.34249)
C (-5.97103, -0.39894, -0.13186)
S (2.01749, 3.16649, 1.03268)
H (2.91272, -0.43548, 3.74083)
C (2.76645, 3.74615, -2.39686)
C (-2.46248, -2.81689, 0.69051)
H (-2.91270, -4.24126, -1.53997)
C (-2.46241, 4.40507, 0.38684)
C (2.16515, 0.12778, -4.90507)
H (-1.99294, -5.85330, 2.95738)
C (3.05481, -1.46980, 4.05010)
H (2.45039, -4.34635, 4.25769)
H (-2.42904, 5.38991, 0.88900)
C (2.05013, 2.74705, -3.28453)
C (-2.12545, -5.07793, 2.21534)
N (0.60691, 0.20800, 3.20673)
C (-1.25396, 4.45305, 2.87589)
H (2.89286, 0.80696, -5.39312)
P (1.59854, 1.18827, -2.24522)
H (-2.12056, -2.77739, -5.47489)
H (4.12605, -3.70454, 3.98828)
C (-2.14224, -2.58520, -4.41337)
C (-1.12323, -3.22690, 0.96206)
H (3.44808, 0.05163, -3.13229)
H (-2.54028, 5.19422, 4.40356)
H (-0.87801, 5.00354, -1.10499)
H (-0.07883, 4.51050, 4.73568)
H (-1.07279, -0.75538, -4.65178)
H (1.21251, -4.00685, 0.77477)
H (-6.67032, 0.95074, 1.42331)
H (1.01779, 4.06412, -4.71430)
C (-3.59065, -0.81093, -0.13495)
H (-0.45327, 0.93108, -3.54372)
C (-0.99980, -4.34378, 1.81809)
H (1.02235, -1.83398, -3.45703)
H (-1.81715, 3.55334, -1.55471)
C (-3.56425, -3.39836, 1.26447)
H (1.53767, -3.05838, -0.72923)
N (-0.07509, -2.43535, 0.49314)
C (-3.87076, 3.84319, 0.38304)
H (3.91606, -4.18954, 0.89713)
H (0.06601, 3.72553, -3.26555)
C (2.36379, -0.10196, -3.39579)
H (0.43645, 3.21348, 3.54845)
C (-1.52251, -1.26764, -2.50349)
C (2.57219, -2.54312, 3.01821)
H (-3.13544, -4.46088, -4.00280)
H (1.73049, -1.47711, -1.87516)
C (-3.41006, -4.64499, 1.86727)
C (4.42201, -3.12881, -0.96452)
C (-5.78774, 0.44030, 0.96037)
H (1.07154, 0.50440, 4.12769)
H (-4.51696, -2.94618, 1.10732)
H (2.72973, -2.24239, -3.13085)
H (-1.05611, 3.02077, 4.54069)
H (1.48634, -2.60541, 3.12303)
S (6.04743, 3.84752, -0.67817)
C (1.26313, -2.98943, 0.34221)
H (5.83589, -1.73794, 0.85353)
C (-2.65998, -3.39361, -2.20022)
H (0.23579, 2.50837, -4.50110)
H (-3.46661, 4.28467, 3.17006)
C (4.18896, -3.18109, 0.58074)
H (3.62841, 3.32179, -1.87408)
C (1.25331, 0.28717, 2.15085)
N (-0.92515, -0.22532, -1.81907)
H (2.46769, -1.63771, 4.95218)
H (3.30581, -4.60825, 2.72257)
C (-0.43473, 3.74659, 4.00739)
S (3.68516, 2.59448, 2.08628)
N (-2.10473, 0.70170, 0.95155)
H (3.13144, 4.60764, -3.02563)
Ge (-0.62434, -0.48596, 0.12903)
H (-4.13139, 3.28261, 1.28483)
C (1.95302, -1.49844, -2.92975)
H (1.21357, 0.51876, -5.21264)
S (4.84497, 0.47225, -0.61410)
C (-2.62257, 4.98834, 3.33803)
H (-2.52316, 5.19953, -1.67785)
C (-4.85228, -1.00889, -0.70314)
C (-0.29937, 0.93032, -2.45630)
C (-1.89722, 1.75837, 1.90948)
H (0.01489, -4.68393, 2.17372)
P (2.77056, -2.13323, 1.16051)
H (2.28543, -0.81132, -5.45066)
H (-4.66673, 4.61698, 0.25564)
C (5.53476, -2.75366, 1.23440)
H (-2.83130, 2.05415, 2.43270)
H (2.08311, 4.17408, -1.63722)
P (-1.20263, 3.37636, 1.30950)
C (-4.53358, 0.71005, 1.50836)
H (6.34243, -3.40424, 0.94881)
C (3.15126, -3.86314, 3.51407)
H (-1.09607, 1.37833, 2.64323)
H (-2.89508, 5.93626, 2.83398)
H (5.37162, -3.55194, -1.21782)
H (2.80603, 2.36976, -4.03827)
H (-4.10173, 3.09335, -0.40165)
H (-4.94279, -1.70372, -1.57132)
H (-0.64375, 5.30016, 2.49621)
H (-4.34020, -5.18047, 2.05109)
C (-1.50635, -1.45200, -3.90326)
C (-2.25236, -2.18764, -1.67488)
H (4.44404, -2.08629, -1.29644)
H (4.16018, -1.64211, 4.27624)
C (-3.38978, 0.20372, 0.84441)
N (-2.50035, -1.76677, -0.30991)
Sb (5.97840, 2.09485, 0.88332)
Hf (2.55602, 0.93958, 0.43649)
C (-2.69205, -3.54895, -3.57277)
C (-1.87403, 4.53562, -1.03387)

Cartesian forces (eV/Å) of the 2 atoms listed first:
-0.1 0.0 0.0
-0.2 -0.4 0.0

The gap between HOMO and LUMO (spin up / spin down) comes out at 6.41 / 2.28 eV. Its calculated total energy is -6816.31767 Ha. Its total charge is +1. The calculation puts the HOMO energy (spin up / spin down) at -9.740 / -8.560 eV. As for the LUMO energy (spin up / spin down): -3.3 / -6.3 eV. Its expectation value of S² is 0.81. Its multiplicity is 2.

Here are the Löwdin charges for atoms 1 to 6, given in e: 0.063, 0.050, 0.115, 0.104, -0.104, 0.065

***

3.
The following is a quantum chemistry calculation of C11H24O3 in the gas phase at a distorted geometry, from OMol25.

Atoms and positions in Å:
H (-0.03622, 0.22742, 2.49014)
C (0.09501, -1.43505, -2.04401)
C (1.72116, -1.46367, -0.04433)
H (0.92263, 1.46577, 4.22033)
O (-0.77445, 0.71213, -0.38828)
H (0.58674, 1.74614, -1.50777)
O (-2.53283, 1.81727, -1.70031)
C (-3.37786, 2.32881, -2.67046)
H (-0.60266, -1.76332, -1.23717)
H (2.18499, -1.21457, -2.09934)
H (-1.58982, 2.56642, 0.17778)
H (2.63485, -2.06501, 0.16660)
H (0.66128, -3.15684, 1.08904)
H (-2.99668, 2.26170, -3.69853)
H (-1.26431, 1.35075, 1.46325)
H (-1.23451, -0.25809, -3.03927)
H (0.19928, 2.12516, 0.69941)
H (0.41756, 0.24165, -3.29437)
C (1.05362, -1.57986, 2.48071)
C (-0.86466, 1.82218, 0.51421)
C (1.37297, 0.42320, 4.14024)
H (0.44621, -2.15197, 3.16852)
C (-0.27888, -0.08564, -2.51922)
H (-4.29830, 1.74233, -2.69839)
C (1.49486, -1.75906, -1.47448)
O (-1.19824, 2.01475, -2.25751)
H (-0.28405, -2.13304, -2.78413)
C (0.93588, -0.09391, 2.74127)
H (2.01449, -1.84407, 2.91655)
H (0.78703, -0.20313, 4.78853)
H (-3.59423, 3.34171, -2.41844)
C (-0.38101, 1.13447, -1.67661)
H (1.95152, -0.36708, 0.25838)
H (1.45353, 0.41226, 1.93297)
H (-0.32650, -1.73926, 0.76765)
H (1.58800, -2.83650, -1.64848)
C (0.68046, -2.05086, 1.02791)
H (2.43311, 0.46680, 4.15763)

Cartesian forces (eV/Å) of the 2 atoms listed first:
-1.6 0.2 0.3
-0.9 -1.5 2.5

As for the SMILES: CCCCCCCC[C@H](OC)OOC. The gap between HOMO and LUMO comes out at 10.39 eV. Its calculated total energy is -659.04599 Ha. The calculation puts the HOMO energy at -9.430 eV. As for the LUMO energy: 1.0 eV.

Here are the natural (NBO) charges for atoms 1 to 6, given in e: 0.189, -0.396, -0.396, 0.205, -0.543, 0.149

***

4.
The following is a quantum chemistry calculation of a molecular structure, C23H27N7STc, from OMol25.

Atoms and positions in Å:
H (-1.69957, -2.96851, 0.28366)
C (-1.88489, -2.08943, -1.71223)
C (-1.13677, -3.22933, -2.38680)
C (-2.22305, 2.21046, 2.93736)
H (-3.09456, 1.22807, -0.48928)
H (0.61598, 3.51757, 4.26845)
H (0.69931, -4.41447, -3.66728)
H (-4.42242, 2.97273, -1.66839)
H (-1.95691, -1.21479, 0.30222)
N (-0.29267, 1.62640, -0.10817)
C (-1.25235, 2.38431, -0.69342)
H (2.27065, -2.51749, 0.38437)
H (-2.95611, -2.26372, -1.81001)
H (-0.76553, -1.50070, 3.19953)
S (4.30709, 1.17231, 1.33484)
C (-1.35718, 4.56476, -1.82774)
H (3.11552, -4.85791, -3.03451)
C (2.54183, -4.03888, -2.60300)
C (1.06638, -4.38506, -2.64377)
N (-0.08625, -0.81949, 2.85812)
N (-0.00717, -1.79319, -0.19120)
C (2.05478, 1.77707, 0.39243)
H (0.81789, -1.03789, 3.27026)
H (0.85215, -5.34912, -2.17838)
H (3.08199, -0.80133, 2.07884)
C (0.39807, 1.48867, 3.64717)
H (-3.34860, 5.02287, -2.51168)
C (0.87167, 2.33975, -0.19695)
C (-2.63967, 2.13528, -0.86224)
H (-1.11626, -3.08469, -3.46592)
H (-1.61652, -4.19036, -2.19230)
H (-1.65244, -1.13551, -2.19092)
C (2.97466, 0.12181, 1.52456)
C (0.79104, -2.69957, -0.91836)
H (-2.50487, 0.10474, 2.48488)
H (2.95822, -4.74557, -0.59555)
C (-3.35874, 3.09234, -1.50611)
C (-0.48961, 0.54637, 3.10999)
N (0.69611, 3.49847, -0.82600)
C (-1.34349, 3.14406, 3.45887)
H (1.40640, 4.19825, -1.00798)
H (2.73824, -3.15154, -3.20687)
N (2.04724, -2.85672, -0.53569)
N (1.85516, 0.53805, 0.99224)
N (0.26686, -3.34726, -1.92974)
H (3.73334, 3.18713, 0.09817)
H (-3.24933, 2.48111, 2.72786)
C (2.97854, -3.81801, -1.16961)
C (-2.73230, 4.29569, -1.99432)
H (1.38741, 1.18835, 3.97330)
C (-0.03814, 2.78344, 3.81616)
H (-0.92048, 5.48278, -2.20029)
H (3.97909, -3.39548, -1.11393)
H (-1.68234, 4.15652, 3.63925)
C (-1.45119, -2.05559, -0.26214)
C (3.33199, 2.26084, 0.48534)
C (-0.65127, 3.59796, -1.17683)
C (-1.79944, 0.89405, 2.76224)
Tc (-0.10747, -0.25057, 0.84748)

Cartesian forces (eV/Å) of the 2 atoms listed first:
-0.1 0.0 0.0
-0.1 -0.1 0.0

The gap between HOMO and LUMO (spin up / spin down) comes out at 7.69 / 5.01 eV. Its calculated total energy is -1753.47483 Ha. Its total charge is +4. The calculation puts the HOMO energy (spin up / spin down) at -20.463 / -20.462 eV. As for the LUMO energy (spin up / spin down): -12.8 / -15.4 eV. Its expectation value of S² is 0.77. Its multiplicity is 2.

Here are the natural (NBO) charges for atoms 1 to 6, given in e: 0.257, -0.432, -0.216, -0.200, 0.254, 0.267